1.
Entry from the Open Molecules 2025 dataset: C20H42F2NbO10S3 as an isolated structure (ωB97M-V with the def2-TZVPD basis set).

The geometry in ORCA input format:
```
! RIJCOSX wB97M-V def2-TZVPD def2/J DEFGRID3
* xyz -1 1
O -0.259 -1.539 -1.947
Nb 0.054 -2.764 -0.298
F -1.385 -4.104 -1.009
C 1.629 -4.003 -1.398
C 2.707 -3.152 -2.192
F 3.086 -1.961 -1.515
C -1.556 -1.755 0.951
C -1.699 -0.191 0.749
C -0.350 0.610 0.641
C 0.615 0.466 1.856
C 0.315 -0.182 3.119
C 1.432 -0.234 4.159
C 2.738 0.358 3.964
C 3.002 1.053 2.698
C 1.961 1.071 1.689
H -1.005 -1.861 -2.493
H 0.284 -3.919 1.108
H 1.372 -1.718 0.356
H 1.193 -4.786 -2.082
H 2.215 -4.565 -0.608
H 2.328 -2.936 -3.230
H 3.635 -3.796 -2.247
H -1.424 -2.080 2.018
H -2.539 -2.210 0.617
H -2.384 0.287 1.514
H -2.232 -0.046 -0.238
H 0.215 0.423 -0.313
H -0.633 1.708 0.601
H -0.685 -0.620 3.312
H 1.262 -0.752 5.131
H 3.561 0.338 4.716
H 3.959 1.572 2.453
H 2.186 1.606 0.708
O 2.790 4.563 -0.394
S 3.582 4.196 -1.531
O 4.942 4.630 -1.678
O 2.770 4.567 -2.871
C 2.346 5.920 -3.053
C 3.501 6.836 -3.412
C 3.543 2.438 -1.714
H 1.820 6.278 -2.164
H 1.625 5.916 -3.873
H 4.213 6.915 -2.590
H 3.141 7.842 -3.640
H 4.046 6.450 -4.276
H 2.514 2.092 -1.637
H 4.144 2.008 -0.914
H 3.973 2.176 -2.679
O -2.316 1.171 5.236
S -1.534 1.090 6.433
O -0.507 0.108 6.593
O -2.530 1.050 7.698
C -3.512 0.010 7.752
C -2.900 -1.335 8.096
C -0.838 2.678 6.763
H -4.068 -0.039 6.812
H -4.223 0.289 8.532
H -2.229 -1.677 7.307
H -3.676 -2.092 8.225
H -2.312 -1.268 9.014
H -1.615 3.434 6.670
H -0.053 2.849 6.027
H -0.412 2.674 7.765
O -2.710 -2.393 -4.289
S -2.362 -1.967 -5.610
O -3.165 -1.023 -6.334
O -2.127 -3.266 -6.530
C -3.190 -4.218 -6.643
C -4.319 -3.709 -7.521
C -0.696 -1.385 -5.600
H -3.556 -4.499 -5.652
H -2.762 -5.115 -7.093
H -4.812 -2.848 -7.070
H -5.072 -4.486 -7.669
H -3.938 -3.392 -8.493
H -0.069 -2.107 -5.078
H -0.686 -0.430 -5.076
H -0.364 -1.248 -6.628
*
```

Summary:
Lowest unoccupied orbital energy, eV: 2.15
Gap between HOMO and LUMO, eV: 6.56



2.
Entry from the Open Molecules 2025 dataset: C20H42F9O10Y as an isolated structure (ωB97M-V with the def2-TZVPD basis set).

The geometry in ORCA input format:
```
! RIJCOSX wB97M-V def2-TZVPD def2/J DEFGRID3
* xyz 1 2
Y -0.825 -0.301 -0.392
C 0.865 -1.313 -3.347
O 1.614 -0.209 -2.758
O -0.177 -1.354 -2.419
C 0.576 -1.072 -4.902
F -0.124 0.010 -5.107
F 1.667 -0.922 -5.686
F -0.136 -2.083 -5.407
C 3.009 -0.217 -2.934
C 3.557 1.053 -2.233
H 3.143 1.967 -2.657
H 3.210 1.053 -1.199
H 4.647 1.020 -2.237
H 3.253 -0.025 -3.979
H 3.462 -1.129 -2.544
H 1.509 -2.192 -3.326
C 2.362 -1.188 1.401
O 2.649 0.225 1.564
O 1.200 -1.188 0.662
C 3.627 -2.012 0.909
F 4.386 -1.355 0.028
F 4.393 -2.270 1.989
F 3.496 -3.158 0.266
C 3.638 0.615 2.529
C 3.725 2.125 2.507
H 4.436 2.532 3.226
H 4.126 2.306 1.510
H 2.804 2.686 2.664
H 4.644 0.267 2.295
H 3.392 0.358 3.559
H 2.145 -1.600 2.387
C -2.771 0.656 2.833
O -1.902 0.061 3.804
O -2.107 0.402 1.596
C -4.232 0.028 3.098
F -4.735 0.452 4.272
F -5.050 0.508 2.171
F -4.267 -1.310 3.132
C -0.880 0.891 4.377
C 0.256 0.009 5.011
H -0.208 -0.886 5.426
H 1.031 -0.343 4.330
H 0.699 0.482 5.887
H -1.277 1.512 5.180
H -0.341 1.537 3.683
H -2.863 1.722 3.039
C -0.735 -4.660 0.068
C -1.787 -3.669 -0.460
O -1.584 -2.480 0.238
H 0.261 -4.330 -0.228
H -0.927 -5.710 -0.152
H -0.713 -4.508 1.147
H -2.778 -4.052 -0.217
H -1.752 -3.610 -1.548
H -1.583 -2.673 1.178
C 1.920 3.539 -0.608
C 0.762 2.906 0.228
O 0.659 1.532 -0.013
H 1.709 3.332 -1.657
H 2.931 3.229 -0.347
H 1.973 4.618 -0.464
H -0.139 3.461 -0.034
H 0.890 3.014 1.305
H 1.361 1.113 0.491
C -4.932 -1.662 -0.294
C -4.284 -0.445 -0.933
O -2.977 -0.753 -1.401
H -5.975 -1.487 -0.031
H -4.372 -2.082 0.541
H -4.937 -2.446 -1.052
H -4.313 0.377 -0.217
H -4.961 -0.053 -1.692
H -3.171 -1.238 -2.207
C -0.598 2.585 -3.375
C -1.855 1.850 -2.885
O -1.792 1.744 -1.459
H -0.551 2.680 -4.460
H 0.317 2.088 -3.050
H -0.600 3.606 -2.995
H -2.054 0.881 -3.341
H -2.746 2.440 -3.103
H -2.294 2.512 -1.176
*
```

Summary:
Lowest unoccupied orbital energy (alpha / beta), eV: -2.06 / -7.64
Gap between HOMO and LUMO (alpha / beta), eV: 9.79 / 4.03
⟨S²⟩: 0.7559



3.
Entry from the Open Molecules 2025 dataset: one molecule with the formula C20H42O (ωB97M-V with the def2-TZVPD basis set).

The geometry in ORCA input format:
```
! RIJCOSX wB97M-V def2-TZVPD def2/J DEFGRID3
* xyz 0 1
C -6.934 1.850 -2.461
C -6.314 0.461 -2.360
C -6.208 -0.010 -0.912
C -5.573 -1.395 -0.811
C -5.580 -1.970 0.606
C -4.817 -1.145 1.644
C -3.335 -0.975 1.315
C -2.584 -0.285 2.452
C -1.088 -0.124 2.178
C -0.790 0.916 1.100
C 0.710 1.137 0.866
C 0.922 2.509 0.209
O 0.457 3.575 1.002
C 1.314 0.019 0.009
C 2.839 -0.050 0.067
C 3.374 -1.218 -0.759
C 4.894 -1.369 -0.677
C 5.647 -0.223 -1.349
C 7.145 -0.492 -1.498
C 7.900 -0.672 -0.179
C 7.858 0.564 0.711
H -6.333 2.577 -1.920
H -7.936 1.851 -2.037
H -7.001 2.166 -3.500
H -6.919 -0.249 -2.929
H -5.317 0.477 -2.808
H -7.206 -0.037 -0.468
H -5.612 0.711 -0.350
H -6.127 -2.082 -1.457
H -4.550 -1.354 -1.188
H -5.150 -2.974 0.573
H -6.617 -2.069 0.939
H -5.279 -0.162 1.747
H -4.908 -1.648 2.610
H -3.232 -0.385 0.405
H -2.891 -1.956 1.133
H -3.024 0.698 2.633
H -2.712 -0.875 3.364
H -0.675 -1.093 1.889
H -0.594 0.181 3.104
H -1.248 0.619 0.155
H -1.235 1.868 1.401
H 1.217 1.146 1.840
H 1.985 2.654 -0.029
H 0.351 2.568 -0.721
H 0.899 3.535 1.857
H 0.915 -0.938 0.349
H 0.997 0.157 -1.028
H 3.264 0.882 -0.307
H 3.155 -0.171 1.106
H 2.911 -2.141 -0.401
H 3.080 -1.085 -1.803
H 5.177 -2.306 -1.165
H 5.185 -1.441 0.372
H 5.229 -0.068 -2.347
H 5.500 0.700 -0.787
H 7.594 0.341 -2.045
H 7.282 -1.394 -2.101
H 7.494 -1.527 0.364
H 8.942 -0.901 -0.414
H 6.847 0.760 1.060
H 8.494 0.424 1.583
H 8.211 1.438 0.167
*
```

Summary:
Relative energy (zero: lowest compared OMol25 entry of this formula, charge and spin), kcal per mole: 0.0
Lowest unoccupied orbital energy, eV: 0.91
Gap between HOMO and LUMO, eV: 10.89
SMILES: CCCCCCCCCC[C@H](CO)CCCCCCCC



4.
Entry from the Open Molecules 2025 dataset: C20H43CeOP3Se as an isolated structure (ωB97M-V with the def2-TZVPD basis set).

The geometry in ORCA input format:
```
! RIJCOSX wB97M-V def2-TZVPD def2/J DEFGRID3
* xyz 3 2
Ce -0.081 -0.199 -0.020
P 1.090 2.465 0.194
P -1.820 0.959 -1.977
P 2.259 -1.111 1.316
H 0.366 -1.224 -2.822
C 0.636 -1.791 -1.913
C -0.306 -2.470 -1.165
H -1.371 -2.518 -1.467
C 2.327 2.882 -1.092
C -0.057 3.886 0.078
C 2.003 2.868 1.729
C -2.750 -0.355 -2.846
C -3.125 2.105 -1.419
C -0.956 1.847 -3.329
C 2.343 -2.936 1.273
C 2.390 -0.732 3.095
C 3.850 -0.574 0.586
H 1.722 -1.911 -1.748
H -0.023 -3.198 -0.380
H 2.716 3.898 -0.935
H 1.869 2.814 -2.086
H 3.154 2.162 -1.059
H 0.499 4.825 0.218
H -0.821 3.791 0.859
H -0.566 3.893 -0.893
H 2.331 3.917 1.702
H 2.869 2.206 1.847
H 1.339 2.715 2.589
H -3.372 0.092 -3.633
H -3.387 -0.882 -2.122
H -2.053 -1.085 -3.280
H -3.547 2.655 -2.273
H -2.710 2.813 -0.691
H -3.910 1.517 -0.926
H -1.637 2.037 -4.173
H -0.108 1.236 -3.680
H -0.557 2.800 -2.949
H 3.268 -3.269 1.760
H 2.304 -3.289 0.234
H 1.472 -3.347 1.803
H 3.323 -1.148 3.506
H 1.525 -1.178 3.605
H 2.364 0.355 3.247
H 4.687 -1.143 1.017
H 3.994 0.503 0.768
H 3.819 -0.735 -0.504
C 4.032 -0.563 -5.069
C 3.041 -1.537 -4.910
C 3.079 -2.721 -5.652
C 4.102 -2.926 -6.594
C 5.081 -1.944 -6.784
C 5.056 -0.757 -6.030
Se 4.015 1.010 -3.985
H 2.755 0.624 -3.267
H 2.238 -1.368 -4.187
H 2.313 -3.480 -5.497
H 4.128 -3.854 -7.179
H 5.875 -2.092 -7.518
H 5.813 0.006 -6.172
C -3.598 -0.939 2.536
C -2.293 -0.260 2.660
C -2.033 0.450 3.931
O -1.454 -0.273 1.711
H -4.146 -0.842 3.478
H -3.492 -2.001 2.297
H -4.211 -0.504 1.740
H -1.117 0.105 4.420
H -1.924 1.529 3.781
H -2.876 0.285 4.613
*
```

Summary:
Relative energy (zero: lowest compared OMol25 entry of this formula, charge and spin), kcal per mole: 8.6
Lowest unoccupied orbital energy (alpha / beta), eV: -10.58 / -10.53
Gap between HOMO and LUMO (alpha / beta), eV: 3.90 / 3.95
⟨S²⟩: 0.7511



5.
Entry from the Open Molecules 2025 dataset: a 2-piece molecular cluster, C20H43ClN2 overall (ωB97M-V with the def2-TZVPD basis set).

The geometry in ORCA input format:
```
! RIJCOSX wB97M-V def2-TZVPD def2/J DEFGRID3
* xyz 0 1
C 2.331 -0.386 -2.364
C 3.241 0.619 -1.398
C 2.434 1.993 -1.010
C 3.042 3.364 -1.688
C 2.037 4.598 -1.175
C 0.832 4.913 -2.261
C -0.606 4.512 -1.579
C -1.880 5.305 -2.243
C -3.296 4.983 -1.413
Cl -3.173 5.643 0.316
N -3.323 3.473 -1.318
C -4.388 2.976 -2.288
C -5.203 1.773 -1.468
H 2.904 -1.420 -2.484
H 1.317 -0.553 -1.761
H 2.154 0.046 -3.443
H 3.376 0.015 -0.378
H 4.330 0.800 -1.827
H 2.528 2.140 0.168
H 1.275 1.959 -1.230
H 3.015 3.352 -2.881
H 4.134 3.617 -1.295
H 1.566 4.206 -0.159
H 2.667 5.549 -0.910
H 1.061 4.269 -3.213
H 0.855 6.084 -2.474
H -0.533 4.795 -0.431
H -0.699 3.339 -1.625
H -1.677 6.461 -2.128
H -2.107 4.983 -3.362
H -3.508 3.163 -0.336
H -5.086 3.853 -2.631
H -3.879 2.556 -3.276
H -5.646 2.157 -0.433
H -6.054 1.389 -2.173
H -4.408 0.923 -1.290
C 2.796 -4.781 3.565
C 1.865 -5.685 2.776
C 1.143 -5.069 1.571
N 0.153 -3.901 1.857
C -0.797 -3.835 0.633
C -1.707 -2.611 0.661
C -0.916 -1.322 0.785
C 0.007 -1.362 1.990
C 0.927 -2.576 1.961
C -0.661 -4.194 3.117
H 2.245 -4.076 4.190
H 3.409 -5.385 4.244
H 3.471 -4.228 2.905
H 1.147 -6.155 3.457
H 2.474 -6.512 2.384
H 0.551 -5.863 1.101
H 1.861 -4.709 0.825
H -0.161 -3.815 -0.261
H -1.389 -4.758 0.626
H -2.298 -2.586 -0.261
H -2.430 -2.685 1.481
H -1.601 -0.470 0.870
H -0.325 -1.164 -0.126
H -0.581 -1.352 2.914
H 0.619 -0.453 2.006
H 1.532 -2.599 2.866
H 1.593 -2.522 1.092
H -0.002 -4.163 3.984
H -1.119 -5.181 3.008
H -1.436 -3.435 3.240
*
```

Summary:
Relative energy (zero: lowest compared OMol25 entry of this formula, charge and spin), kcal per mole: 102.0
Lowest unoccupied orbital energy, eV: -0.98
Gap between HOMO and LUMO, eV: 2.24



6.
Entry from the Open Molecules 2025 dataset: C20H43CoN2P3S as an isolated structure (ωB97M-V with the def2-TZVPD basis set).

The geometry in ORCA input format:
```
! RIJCOSX wB97M-V def2-TZVPD def2/J DEFGRID3
* xyz 3 5
Co 0.240 0.156 -1.121
P -1.263 -1.536 -1.002
P 2.171 -1.009 -0.854
P 0.265 0.294 -3.271
H -0.977 2.830 3.490
C -1.204 3.282 2.507
C -2.400 3.110 1.930
H -3.144 2.510 2.450
C -2.138 -1.821 0.610
C -0.642 -3.258 -1.313
C -2.751 -1.488 -2.062
C 3.254 0.341 -0.249
C 2.450 -2.273 0.470
C 3.182 -1.777 -2.165
C -1.182 1.232 -3.834
C 0.226 -1.204 -4.308
C 1.669 1.291 -3.854
H -0.376 3.815 2.025
H -2.653 3.499 0.962
H -2.394 -0.853 1.060
H -1.509 -2.407 1.292
H -3.069 -2.379 0.447
H 0.061 -3.585 -0.541
H -0.141 -3.325 -2.282
H -1.492 -3.950 -1.305
H -3.211 -0.491 -2.035
H -3.461 -2.207 -1.630
H -2.545 -1.768 -3.102
H 4.288 -0.014 -0.217
H 2.928 0.624 0.756
H 3.172 1.210 -0.907
H 3.368 -2.835 0.243
H 1.628 -2.997 0.539
H 2.584 -1.781 1.444
H 4.082 -2.204 -1.694
H 3.482 -1.023 -2.903
H 2.627 -2.584 -2.657
H -0.834 2.197 -4.228
H -1.871 1.402 -2.985
H -1.688 0.666 -4.625
H 0.204 -0.822 -5.335
H -0.665 -1.812 -4.108
H 1.125 -1.806 -4.126
H 1.253 1.932 -4.644
H 2.405 0.592 -4.268
H 2.126 1.899 -3.054
C -0.023 4.757 -1.772
C 1.093 5.393 -2.379
C 0.932 6.560 -3.105
C -0.329 7.178 -3.235
C -1.399 6.629 -2.521
C -1.258 5.453 -1.779
S 0.240 3.300 -0.915
H -0.289 1.433 -1.473
H 2.081 4.948 -2.265
H 1.795 7.001 -3.592
H -0.467 8.078 -3.871
H -2.362 7.129 -2.559
H -2.100 5.065 -1.200
C 0.209 -2.136 3.480
N 0.283 -0.690 3.201
C 0.259 0.216 4.354
C 0.301 -0.249 1.971
N 0.277 0.129 0.857
H 0.278 -2.301 4.560
H 1.038 -2.699 3.007
H -0.756 -2.582 3.163
H 1.142 0.867 4.333
H -0.647 0.836 4.335
H 0.278 -0.386 5.268
*
```

Summary:
Lowest unoccupied orbital energy (alpha / beta), eV: -8.94 / -12.28
Gap between HOMO and LUMO (alpha / beta), eV: 8.16 / 5.13
⟨S²⟩: 6.0807



Table of max |F| (eV/Å), in record order: 3.951, 2.955, 0.570, 3.005, 2.656, 2.939